Entry 1:
64
Properties=species:S:1:pos:R:3:forces:R:3 method="wB97M-V/def2-TZVPD" charge=0 lumo_energy_ev=-3.6
C 4.9306 -3.1198 2.8505 0.65 -0.13 1.83
O 4.6310 -3.4707 1.4527 -0.12 2.34 -0.51
C 4.6740 -2.3009 0.5602 0.45 -0.39 0.02
C 3.2292 -1.9486 -0.1540 -0.20 5.88 -3.91
O 3.1824 -0.8067 -0.8921 0.02 -7.84 4.86
O 2.0137 -2.7952 -0.0851 1.62 1.57 1.83
C 1.4677 -2.8199 1.2814 0.65 0.81 1.05
C 1.3222 -4.3117 1.9453 0.08 -0.74 0.56
C 1.0769 -5.5296 0.8755 -3.85 2.06 -7.62
O 0.5217 -5.4320 -0.3350 4.60 -1.12 9.73
F 1.4802 -6.9149 1.3236 -0.07 2.07 -0.36
C 0.0067 -2.0763 1.4504 -4.51 0.89 -3.00
O -0.8569 -2.0292 0.4240 5.32 -0.12 6.71
O -0.3035 -1.5183 2.8077 0.44 -5.38 -8.26
H 3.9546 -2.8986 3.4830 1.75 -0.44 -1.28
H 5.4869 -4.0433 3.3414 -1.26 2.07 -1.07
H 5.6367 -2.1948 2.9885 -1.25 -1.81 -0.09
H 5.5123 -2.5405 -0.2552 -2.28 0.62 1.32
H 5.0455 -1.3038 1.0886 -1.05 -2.16 -0.92
H 2.2280 -2.1870 1.9499 -1.75 -1.64 -1.02
H 0.3684 -4.2701 2.6543 2.02 -0.37 -1.48
H 2.2778 -4.5282 2.6017 -1.95 0.29 -1.46
Ca 0.1431 -0.2263 4.0372 1.33 3.31 3.57
C -1.6455 1.0759 0.5538 1.83 0.91 -2.46
C -1.5991 1.9259 -0.7060 0.41 0.07 -0.23
C -1.0988 3.3513 -0.4559 0.09 0.03 -0.05
C -1.9709 4.1963 0.4802 -0.09 -0.11 -0.20
C -3.4293 4.3593 0.0439 0.12 0.25 0.17
C -3.5814 5.0808 -1.2864 -0.14 -0.05 -0.12
H -2.3407 1.4843 1.2924 8.56 2.52 -8.75
H -1.9780 0.0614 0.3110 0.02 -0.07 0.18
H -0.6539 1.0058 1.0131 0.00 -0.03 0.08
H -2.5880 1.9432 -1.1756 0.00 0.01 -0.07
H -0.9260 1.4440 -1.4264 -0.19 0.09 0.11
H -0.9976 3.8619 -1.4201 -0.02 -0.04 0.12
H -0.0869 3.3033 -0.0340 -0.09 0.00 -0.06
H -1.5150 5.1899 0.5731 -0.04 -0.15 -0.01
H -1.9535 3.7628 1.4867 0.13 -0.01 0.16
H -3.9585 4.9347 0.8133 0.00 -0.10 -0.02
H -3.9285 3.3859 -0.0067 -0.03 -0.07 -0.05
H -3.1304 6.0775 -1.2425 -0.02 -0.12 -0.01
H -4.6424 5.2004 -1.5305 0.17 0.05 -0.02
H -3.1139 4.5253 -2.1039 -0.02 0.10 0.08
O -1.8882 -7.6245 -1.0607 -0.66 -1.54 0.31
H -1.1966 -7.0040 -1.2016 1.18 0.90 -0.31
Li 2.9576 -8.1542 1.2688 -0.61 0.21 -0.24
O -0.1930 -10.0132 -1.4350 1.46 0.34 0.44
H -1.0918 -9.7517 -1.5187 -1.71 0.43 -0.18
C 0.8576 3.2675 -4.2268 0.18 -0.07 0.02
Cl 1.4716 2.9686 -5.8725 -0.20 0.09 0.44
Cl 0.6908 5.0219 -3.9648 -0.01 -0.36 -0.05
Cl -0.7313 2.4846 -4.0344 0.39 0.22 -0.16
Cl 1.9992 2.5950 -3.0356 -0.34 0.15 -0.29
O -0.7539 6.1274 3.0645 -0.27 0.17 -0.35
H -0.5053 6.9452 2.6078 -0.02 -0.25 0.21
H -1.5681 5.8488 2.6189 0.31 0.12 0.20
O 6.1409 -2.0340 5.1688 -1.34 -0.25 -0.91
H 6.9742 -1.8838 5.5765 1.05 0.22 0.58
Cs -3.3424 1.0618 2.3313 -10.67 -3.38 10.98
C -4.5424 2.6482 -5.3721 -0.01 0.00 -0.19
Cl -3.7065 1.1811 -4.8033 -0.26 0.29 -0.10
Cl -5.1356 3.5748 -3.9707 0.12 -0.24 -0.34
Cl -3.4082 3.6519 -6.3107 -0.32 -0.25 0.26
Cl -5.9193 2.1850 -6.4038 0.37 0.11 0.30

=====

Entry 2:
12
Properties=species:S:1:pos:R:3:forces:R:3 method="wB97M-V/def2-TZVPD" charge=0 relative_energy_kcal_mol=91.75 lumo_energy_ev=1.1
O 0.7943 2.5331 1.7505 0.48 -0.70 -0.35
C 0.9655 1.6274 0.9738 -0.43 -1.46 -2.74
N -0.1364 0.9298 0.3749 2.14 -0.98 0.20
N -0.0896 0.0090 -0.8169 -1.87 2.71 1.30
C -1.1683 -1.1637 -0.5307 1.05 2.51 -0.06
C 0.3490 -1.2685 -0.5358 -0.75 -1.55 -0.38
H 1.9491 1.2300 0.4684 -1.14 0.75 1.44
H -0.9402 1.4873 0.3358 -1.38 0.75 -0.02
H -1.7223 -1.3498 -1.4661 0.23 -0.02 0.87
H -1.7326 -0.8479 0.4367 1.24 -1.27 -1.86
H 0.9384 -1.6545 -1.3484 -0.39 -0.62 -0.50
H 0.7931 -1.5323 0.3578 0.83 -0.10 2.10

=====

Entry 3:
11
Properties=species:S:1:pos:R:3:forces:R:3 method="wB97M-V/def2-TZVPD" charge=0 relative_energy_kcal_mol=37.99 lumo_energy_ev=0.0
C -0.6105 -0.3500 0.9827 0.17 -0.02 0.08
C 0.6631 -0.5866 0.6647 -0.14 -0.01 0.09
C 1.5234 0.5060 0.1641 0.27 -0.01 -0.03
O 2.7071 0.3996 -0.0573 -0.46 0.04 0.06
H -1.2803 -1.1266 1.3385 0.14 0.08 -0.03
H -1.0408 0.6449 0.8892 0.12 -0.14 0.03
H 1.1179 -1.5696 0.7571 -0.05 0.12 0.00
H 0.9895 1.4683 -0.0149 0.11 -0.08 0.08
O -1.6988 0.0226 -1.6563 0.10 0.12 -0.12
H -1.5328 0.9699 -1.5835 -0.08 -0.09 -0.11
H -0.8377 -0.3787 -1.4841 -0.18 0.00 -0.06

=====

Entry 4:
123
Properties=species:S:1:pos:R:3:forces:R:3 method="wB97M-V/def2-TZVPD" charge=-1 lumo_energy_ev=1.0
C -3.9644 0.0546 -2.2201 0.07 -0.32 0.28
C -3.2598 -1.2410 -2.5048 -0.19 -0.01 -0.05
C -3.9807 -2.4316 -2.3940 0.36 -0.06 -0.15
C -3.4044 -3.6669 -2.6660 0.05 0.24 0.08
C -2.0695 -3.7156 -3.0403 -0.16 0.22 -0.02
C -1.3520 -2.5327 -3.1520 -0.15 -0.06 0.13
C -1.9115 -1.2735 -2.8952 0.31 -0.63 -0.16
C -1.0286 -0.0770 -3.0892 -0.43 0.09 0.25
P -0.3259 0.6413 -1.4290 0.05 -0.57 -0.23
C 0.8498 1.9091 -2.2600 0.35 -0.31 -0.41
C 1.7883 1.4688 -3.3981 0.27 0.37 -0.13
C 1.6588 2.3194 -4.6689 -0.63 0.05 -0.01
N 0.2809 2.5695 -5.1241 0.30 0.01 -0.36
C 0.9800 -0.7328 -1.2474 -0.14 0.36 0.54
C 2.1579 -0.4181 -0.3107 0.47 -0.99 -0.41
C 1.9047 -1.0821 1.0446 -0.72 0.72 -0.03
S 2.8306 -0.4712 2.4778 0.50 -0.19 0.05
O 0.0773 1.3047 0.1582 0.03 0.46 -0.32
C -0.7598 2.3097 0.6926 0.46 -1.40 -0.87
C -1.4019 1.6502 1.9151 -0.25 0.71 0.28
C -1.4839 2.5262 3.1703 0.01 -0.30 0.10
C -0.3441 3.4859 3.3576 0.01 -0.11 -0.41
N 0.9726 2.9833 3.0656 0.02 -0.59 0.28
O -0.5201 4.6084 3.7393 -0.06 0.58 0.48
C -1.6245 2.8105 -0.5147 0.74 1.24 0.34
P -3.3871 3.3906 -0.3139 -0.48 -0.53 -0.61
O -3.6939 3.3555 1.2963 0.15 0.04 -0.01
Br -3.1502 5.6255 -0.6950 0.12 0.02 0.16
O -1.6117 1.9263 -1.5534 -0.69 -0.61 0.35
H -5.0188 -0.1178 -2.0153 -0.16 -0.04 -0.13
H -3.8617 0.7572 -3.0407 0.04 0.21 -0.04
H -3.5315 0.5009 -1.3312 0.11 0.27 -0.03
H -5.0204 -2.3784 -2.1012 -0.11 0.00 0.02
H -3.9919 -4.5696 -2.5907 -0.06 -0.11 0.03
H -1.6048 -4.6625 -3.2716 0.11 -0.10 0.00
H -0.3138 -2.5797 -3.4544 0.10 0.03 -0.05
H -0.2393 -0.3865 -3.7709 0.15 0.20 -0.05
H -1.6201 0.7099 -3.5552 0.05 0.20 -0.05
H -1.2509 -0.2195 -0.7168 -0.32 0.33 -0.11
H 1.4659 2.3526 -1.4811 0.00 -0.07 0.21
H 0.2381 2.7199 -2.6421 -0.25 0.07 0.02
H 2.8212 1.6166 -3.0803 -0.14 -0.33 0.10
H 1.7169 0.4225 -3.6918 -0.23 -0.14 0.19
H 2.1901 1.8434 -5.4933 0.28 -0.06 0.02
H 2.1176 3.2934 -4.4957 0.14 0.09 -0.03
H -0.3722 1.9103 -4.7265 -0.04 0.01 0.09
H -0.0098 3.5013 -4.8767 -0.20 -0.03 0.16
H 0.4384 -1.5570 -0.7807 -0.17 -0.17 -0.15
H 1.3061 -1.1170 -2.2124 0.21 0.21 -0.14
H 2.3961 0.6368 -0.2344 -0.20 0.18 0.16
H 3.0444 -0.9051 -0.7236 0.15 0.13 -0.02
H 0.8515 -0.9663 1.2876 -0.11 0.05 0.07
H 2.0730 -2.1507 0.9655 0.25 -0.20 0.11
H 2.1634 0.6724 2.6891 -0.16 0.04 -0.19
H -0.0946 3.1471 0.9082 -0.31 0.23 0.52
H -0.8013 0.7792 2.1427 0.22 -0.08 -0.08
H -2.3932 1.2945 1.6467 -0.11 -0.10 0.11
H -1.4407 1.8554 4.0333 0.11 0.02 0.07
H -2.4023 3.0932 3.2637 -0.08 0.09 -0.15
H 1.3220 3.4365 2.2305 0.12 -0.07 -0.04
H 1.5897 3.2176 3.8334 0.08 0.27 0.02
H -1.1050 3.7305 -0.8304 -0.01 0.10 -0.03
H -4.6300 3.1402 1.3909 -0.03 0.12 0.16
C 6.0585 0.1102 -2.6979 0.12 -0.01 0.04
Br 5.3720 -1.3589 -3.7433 0.01 -0.09 0.10
Br 5.3894 1.7799 -3.3748 0.34 0.11 -0.01
Br 5.7229 -0.0988 -0.8207 0.02 0.10 -0.07
H 7.1319 0.1134 -2.8306 0.02 0.05 -0.02
C 3.4320 0.4729 6.6163 0.06 0.05 0.02
Br 1.5729 0.2178 6.2194 -0.02 0.08 -0.08
Br 4.3090 -1.2071 6.9459 0.03 -0.03 -0.01
Br 4.3678 1.4957 5.2715 -0.19 -0.08 0.05
H 3.4825 1.0410 7.5326 0.02 0.01 0.02
C 9.1650 -2.1071 -3.3411 -0.16 0.01 -0.01
Br 10.0784 -3.5854 -4.1682 0.02 0.03 0.03
Br 8.7656 -2.4379 -1.4956 0.06 -0.05 0.00
Br 10.1098 -0.4489 -3.5783 0.02 -0.06 0.04
H 8.2145 -1.9995 -3.8475 0.00 -0.06 -0.04
C -7.0932 3.4190 3.6958 -0.02 0.07 0.04
Br -7.1735 3.4565 1.7697 -0.04 -0.03 0.06
Br -7.8260 1.7897 4.4078 0.05 0.05 -0.02
Br -5.3080 3.7328 4.3387 -0.01 -0.01 -0.04
H -7.7088 4.2309 4.0531 -0.02 0.01 -0.01
C -4.6947 0.9835 6.9292 0.02 0.03 -0.11
Br -4.3379 1.1522 8.8159 -0.10 0.00 0.06
Br -3.0764 0.9631 5.9048 -0.06 -0.05 0.08
Br -5.8059 -0.5335 6.5458 0.05 -0.13 0.09
H -5.2473 1.8638 6.6295 -0.02 0.02 0.02
C 4.5106 -5.0653 -1.9374 -0.06 -0.05 0.06
Br 5.3824 -4.1483 -0.4945 -0.10 0.17 -0.03
Br 2.8732 -4.2135 -2.4645 0.01 0.07 0.07
Br 5.7070 -5.2991 -3.4326 0.06 -0.05 -0.05
H 4.2579 -6.0560 -1.5839 0.02 -0.01 0.03
C -10.7748 1.5550 0.1036 0.03 0.04 0.01
Br -10.9060 1.1139 1.9719 0.00 -0.01 -0.02
Br -9.0408 1.1492 -0.6090 0.01 -0.08 -0.04
Br -12.1795 0.7382 -0.9259 0.00 0.02 0.00
H -10.9005 2.6253 0.0172 -0.06 -0.15 0.04
C -10.9959 4.9928 -2.9100 0.00 -0.09 -0.06
Br -10.1959 3.5302 -3.8598 -0.02 0.00 0.02
Br -12.8965 5.0770 -3.1934 0.00 -0.01 0.01
Br -10.5679 4.9271 -1.0336 0.05 0.23 0.00
H -10.5707 5.9059 -3.2989 0.01 0.03 0.02
C 4.3315 -7.4343 2.2000 -0.04 0.08 -0.01
Br 5.2551 -6.6005 3.6672 -0.01 0.02 0.00
Br 2.7342 -6.4770 1.7232 0.02 0.01 -0.01
Br 5.4857 -7.6609 0.6821 0.07 0.09 0.05
H 4.0343 -8.4200 2.5267 -0.01 -0.02 0.00
C 10.2396 2.8676 -6.3200 -0.06 -0.03 -0.01
Br 8.4543 2.3240 -5.8573 0.02 0.01 0.02
Br 10.9251 4.1685 -5.0792 0.00 -0.01 0.01
Br 11.4319 1.3638 -6.4878 0.00 0.07 -0.06
H 10.1894 3.3439 -7.2873 0.02 0.01 -0.02
C -1.2714 1.1875 11.1800 0.05 0.00 -0.01
Br -0.2117 -0.3187 10.6352 0.00 0.01 -0.01
Br -1.6516 1.1482 13.0674 0.00 0.00 0.00
Br -0.4616 2.8500 10.6549 -0.02 -0.02 0.00
H -2.2165 1.1137 10.6637 0.00 0.00 -0.03
C 4.7613 -11.0100 -1.8301 0.00 0.00 0.01
Br 5.2050 -11.1531 0.0402 -0.02 -0.17 -0.13
Br 2.8960 -11.3584 -2.1373 0.00 0.02 0.01
Br 5.3009 -9.3280 -2.5984 0.00 -0.01 0.02
H 5.3190 -11.7787 -2.3429 0.01 -0.02 0.00

=====

The evaluated E for the records listed, in turn: -158532.085; -8232.720; -7302.031; -2665046.452 eV.